Entry 1:
The following is a quantum chemistry calculation of 10 unconnected molecules or ions with the total composition C40H63N3O21 at a distorted geometry, from the Open Molecules 2025 dataset.

```
127
Properties=species:S:1:pos:R:3:mulliken_charge:R:1
O 18.04800 12.12500 9.37800 -0.131
O 16.35500 16.44000 7.36600 1.754
O 20.33800 13.41800 6.32700 0.197
O 17.36600 20.04500 9.56300 -0.573
O 16.10200 15.38500 9.45000 -0.386
O 18.11000 15.98600 8.70700 -0.711
O 12.94400 17.94800 3.89300 -0.412
O 19.25400 20.76400 4.55500 -0.352
O 13.29300 13.18600 5.08100 -0.598
O 13.83500 19.98600 3.36500 -0.609
O 15.05600 18.18000 3.30700 -0.290
O 18.73500 20.41100 6.78600 -0.592
O 15.68800 18.67900 9.87700 -0.209
O 17.29900 19.97500 5.05700 -0.008
O 12.59100 14.72700 6.61700 -0.363
O 15.44700 20.25600 8.34700 -0.367
O 19.90000 11.95100 10.39400 -0.609
O 13.72600 12.95600 7.23600 -0.304
O 22.43700 12.87300 6.75600 -0.443
O 17.92300 11.80800 11.47600 -0.375
O 21.61300 12.90500 4.60900 -0.589
N 21.46300 15.76500 12.88300 -0.571
N 24.30000 15.83700 1.25600 -0.471
N 18.99600 16.54100 3.43300 -0.459
C 18.66900 20.69700 3.27900 0.447
C 14.03900 19.18700 6.80900 -0.890
C 23.60400 15.90800 4.99000 -1.153
C 20.32700 13.15700 7.68400 0.621
C 21.50800 13.06600 5.78400 0.339
C 18.70500 12.00500 10.40900 0.526
C 18.44300 13.97400 3.91200 0.226
C 19.49900 19.76300 2.38500 -1.105
C 16.75500 11.79000 9.59400 1.768
C 22.35600 15.88600 4.12800 0.902
C 22.45700 16.74900 2.86600 -0.696
C 17.12100 13.75300 4.69800 -0.987
C 19.99100 16.89300 7.25200 -1.114
C 14.21300 19.60700 8.26400 -0.039
C 13.94600 18.79900 3.50900 0.500
C 13.25100 13.58600 6.23000 0.614
C 13.40000 13.61600 8.49500 -0.033
C 13.48100 16.65900 4.05400 1.857
C 17.30500 19.96700 3.61600 -0.376
C 14.91300 16.84800 3.64200 0.206
C 16.60300 16.09400 12.21300 -0.686
C 16.67800 11.44200 11.09400 -0.549
C 18.08600 16.36300 12.08800 0.135
C 18.44400 20.39900 5.53300 0.491
C 18.69800 15.43200 3.66700 0.227
C 16.18900 10.94900 8.55200 -1.384
C 22.45400 14.08300 8.79500 -1.316
C 18.98800 15.14600 12.14000 0.794
C 23.47600 16.18100 1.96800 0.137
C 16.79400 15.92000 8.58800 -0.592
C 17.30700 13.63600 6.24000 1.012
C 16.24800 19.64900 9.30900 0.566
C 11.44400 15.37600 8.74700 -1.729
C 12.75300 14.85000 8.00000 0.923
C 21.79200 13.01100 8.00100 0.456
C 14.43000 18.43700 9.35500 0.243
C 18.58800 17.01000 7.85300 -0.278
C 20.35000 15.52300 12.53500 0.036
C 17.44300 17.15600 6.79700 1.470
C 12.71800 15.70100 3.17800 -1.956
H 22.78400 14.89100 8.13600 0.298
H 14.01800 20.15500 6.22700 0.436
H 17.78500 12.65500 6.40100 0.455
H 12.76700 15.98300 2.10400 0.380
H 22.07500 14.89100 3.66500 0.245
H 13.44400 16.28000 5.09600 -0.468
H 19.80400 12.16600 7.87200 0.073
H 12.57000 12.99700 8.82200 0.490
H 18.58800 17.95200 8.50400 0.071
H 16.50400 10.44800 11.10600 0.417
H 16.38700 20.41400 3.26800 0.382
H 14.19700 13.76600 9.27200 0.007
H 18.32200 13.56500 2.90700 0.669
H 23.83700 16.85400 5.47100 0.375
H 11.63800 15.61500 3.50300 0.296
H 13.18400 14.82700 3.29300 0.563
H 18.34200 17.15600 12.82400 0.526
H 15.23500 16.15400 2.92100 0.588
H 17.14400 18.19600 6.69500 0.236
H 15.66800 16.69400 4.39100 -0.705
H 21.50400 16.87600 2.37900 0.253
H 24.54200 15.63800 4.44900 0.363
H 11.17900 16.40400 8.53700 0.400
H 13.58200 15.54200 7.83400 -0.341
H 13.07600 18.80800 6.58300 0.659
H 19.31800 13.61600 4.44100 -0.427
H 19.89900 13.91600 8.39000 -0.691
H 19.88800 18.88800 3.00500 0.061
H 16.33200 16.40500 13.20500 0.445
H 21.93100 14.58100 9.58200 0.309
H 20.71200 16.80700 8.04000 0.764
H 19.93200 15.90100 6.70200 -0.090
H 16.50800 11.28900 7.56900 0.120
H 20.44700 20.18700 2.03000 0.437
H 16.62600 12.90400 4.25300 0.527
H 16.42500 15.03400 12.02200 0.150
H 18.04300 14.40500 6.57900 -1.012
H 18.50400 21.66000 2.86100 0.331
H 14.50500 17.45800 8.91600 -0.482
H 18.25500 16.92300 11.20400 -0.191
H 13.38800 20.26000 8.53500 0.419
H 16.09600 16.59700 11.49200 -0.274
H 11.62400 15.42100 9.75800 0.503
H 13.61700 18.48300 10.05500 0.501
H 22.64500 17.73800 3.16700 0.523
H 16.43800 14.49300 4.66200 -0.040
H 20.34500 17.77600 6.76200 0.420
H 16.28000 12.76100 9.49500 -0.991
H 18.90700 14.62500 11.24500 -0.616
H 15.87000 11.96600 11.56800 0.379
H 23.41700 13.63600 9.14500 0.346
H 17.35200 18.94500 3.20900 0.023
H 14.91200 18.56300 6.39800 -0.321
H 21.53600 16.43200 4.70400 -0.554
H 18.56000 14.43200 12.90300 0.324
H 21.74300 12.07100 8.52100 0.400
H 16.36100 13.58500 6.79600 -0.150
H 17.80900 16.78600 5.85400 -1.688
H 10.57100 14.79000 8.59500 0.428
H 23.46600 15.24000 5.84900 0.058
H 16.61400 10.02200 8.75000 0.644
H 15.06700 10.97900 8.56600 0.266
H 19.02500 19.37300 1.44100 0.334
```

Computed properties:
Frontier orbital gap   10.42 eV
Net charge   0
Max |F|   0.125 hartree/bohr
Energy relative to the best compared isomer or geometry (same formula, charge and spin)   97.3 kJ/mol
LUMO   -0.119 eV
SMILES   C[C@H]1COC(=O)O1.C[C@H]1COC(=O)O1.C[C@H]1COC(=O)O1.C[C@H]1COC(=O)O1.C[C@H]1COC(=O)O1.C[C@H]1COC(=O)O1.C[C@H]1COC(=O)O1.CCCC#N.CCCC#N.CCCC#N



Entry 2:
The following is a quantum chemistry calculation of a molecular structure, C40H65AlN8OPS2Se, from the Open Molecules 2025 dataset.

```
119
Properties=species:S:1:pos:R:3:mulliken_charge:R:1
Se -2.11746 -2.64435 1.99929 0.123
S -3.35028 -0.51099 -1.00648 -0.472
S -3.41564 5.48492 5.04811 -0.314
P 1.62633 0.56698 -1.55858 0.340
Al -0.10037 1.30961 0.03015 -1.988
O -1.07286 2.14866 -1.26408 -0.018
N -0.74062 2.82444 1.27118 0.788
N -2.17783 -2.80990 -1.49969 0.587
N -3.91754 -3.84080 3.87689 0.191
N 0.65971 0.39866 1.27543 0.932
N -1.93284 -3.61390 4.69274 0.242
N -3.53133 -1.93832 -3.20895 -0.034
N -1.37375 4.09873 5.99198 -0.272
N -2.94352 2.30264 -2.45505 -0.057
C 2.34106 0.23035 -4.35190 -1.522
C -0.52645 -3.26787 4.83593 -0.783
C -1.32240 4.13065 -2.54141 -1.123
C -2.98241 -1.86987 -1.98414 0.608
C 1.11255 -2.77031 -0.02799 0.768
C -1.03441 0.29218 4.57414 -1.260
C 2.44639 -1.06585 -1.35328 0.308
C -2.11346 4.49453 4.94678 -0.450
C -3.49549 -2.99140 -4.21506 -1.108
C 3.31085 -1.16536 -0.08178 -0.674
C -0.27779 3.82308 3.38201 -0.721
C 2.78922 4.19917 -2.02645 -1.060
C -0.84029 0.23055 3.20552 0.112
C -2.67015 -3.41252 3.57540 -0.364
C 0.44229 0.35462 2.62048 -0.186
C 2.06688 -1.18728 -4.84689 -0.336
C -2.05269 2.98582 1.50448 -0.522
C -0.36534 -0.95448 -4.41774 0.513
C 2.91998 1.81542 -1.10643 -0.616
C 3.63153 -2.63214 0.19250 -1.150
C -1.79200 -4.10978 -2.03412 -1.155
C -3.96142 -4.29826 5.17965 -0.457
C 0.03844 0.46555 5.44451 -0.761
C -2.72201 -4.15498 5.68830 -0.473
C 2.33669 3.24231 -0.92650 0.747
C -5.03817 -3.77721 2.95851 -0.834
C -2.53709 3.55262 2.66156 -0.883
C 0.68241 -1.29042 -5.46716 -1.576
C 1.41599 -2.22325 -1.41907 0.455
C -0.15905 0.43105 -3.80357 -0.211
C -1.79925 2.80116 -2.05719 0.891
C 1.51794 0.48831 3.53104 -0.329
C 4.19870 1.86513 -1.95468 -0.665
C 2.36157 -3.39035 0.60881 -1.053
C 0.12717 3.24534 2.19699 -0.423
C 1.28696 0.79056 -3.37260 1.034
C 1.31881 0.54925 4.90023 -0.957
C 5.02592 3.08452 -1.55272 -1.182
C 4.31537 4.37572 -1.99221 -0.850
C -1.63375 3.95746 3.63820 1.120
H -1.64063 4.41018 6.91156 0.226
H 2.76290 -0.73639 0.76042 0.045
H -4.13408 -3.83705 -3.95852 0.344
H -4.21278 -1.21170 -3.34872 0.240
H -3.60003 3.64538 2.83159 0.426
H -5.90008 -4.23350 3.43870 0.298
H 0.74296 -1.95116 0.59145 -0.879
H 4.76833 0.94253 -1.82770 0.545
H 5.16714 3.07454 -0.46805 0.311
H 4.05620 -3.07880 -0.71295 0.292
H 2.45192 -4.44183 0.32454 0.438
H -1.37016 -0.99079 -4.84471 0.634
H -4.79393 -4.31099 2.04236 0.295
H 3.18583 1.45229 -0.10947 0.834
H 4.23158 -0.59199 -0.20953 0.549
H -1.34087 -4.65950 -1.21185 0.292
H 2.52038 0.57361 3.12470 0.332
H 1.17259 3.05760 1.99392 0.537
H -2.04225 0.19386 4.96773 0.285
H 1.34925 1.88553 -3.43245 -0.079
H 2.66880 3.64216 0.03565 0.316
H -0.41459 -2.28528 5.29110 0.298
H 1.81399 -3.02235 -2.05374 0.704
H 6.02190 3.03595 -1.99322 0.513
H 0.51236 -2.29050 -5.87090 0.483
H -0.33636 -1.71827 -3.63489 -0.704
H 3.33665 0.26807 -3.91268 0.265
H 0.31305 -3.51233 -0.07782 0.293
H -1.05191 -4.02111 -2.83040 0.314
H -0.08008 -3.24318 3.84483 0.129
H 2.29782 5.16691 -1.90815 0.525
H -1.68611 0.05735 2.55100 1.024
H 2.37033 0.89185 -5.22486 0.513
H -2.48168 -3.33808 -4.39191 0.391
H 0.47144 4.12725 4.09929 0.580
H -3.53420 2.82126 -3.08309 0.252
H -1.13577 4.76690 -1.67561 0.257
H -0.84080 0.52846 -2.95710 -0.374
H 1.24088 3.23872 -0.88016 -0.325
H 2.25544 -3.36674 1.69531 0.277
H -2.73137 2.60261 0.75111 0.416
H -2.33092 -4.39450 6.66033 0.488
H -0.37136 3.98856 -3.05702 0.142
H 4.57552 5.19104 -1.31480 0.376
H 3.11514 -1.13683 -2.21689 1.143
H -2.64693 -4.68245 -2.38545 0.437
H -4.86149 -4.68575 5.62087 0.422
H -0.47325 1.17111 -4.54910 0.576
H 0.48878 -1.88894 -1.89184 -1.537
H 4.66602 4.67299 -2.98232 0.383
H 2.17476 0.66421 5.55534 0.413
H -5.25473 -2.74099 2.70364 0.315
H -3.85855 -2.55948 -5.14502 0.352
H 2.47929 3.81320 -3.00306 0.214
H -0.11147 0.50283 6.51660 0.480
H 0.60736 -0.59153 -6.30785 0.425
H -3.22002 1.36035 -2.11513 -0.248
H -2.03115 4.61654 -3.20703 0.572
H 2.14158 -1.90176 -4.02105 -0.039
H 2.83814 -1.46095 -5.56909 0.493
H 4.39976 -2.71497 0.96213 0.518
H -1.90980 -2.66338 -0.53369 -0.769
H -0.69902 3.35282 5.90763 0.195
H -0.04043 -4.02454 5.44845 0.413
H 3.96359 1.95053 -3.01751 0.199
```

Computed properties:
Frontier orbital gap   6.05 eV
Net charge   +1
Max |F|   0.006 hartree/bohr
Energy relative to the best compared isomer or geometry (same formula, charge and spin)   267.0 kJ/mol
LUMO   -2.410 eV